{"formula": "C36H40N5O4RuSTe", "method": "the ωB97M-V functional and the def2-TZVPD basis", "de_lowest_kcal_mol": 19.87, "spin_multiplicity": 5, "total_energy_ev": -74326.25633, "homo_lumo_gap_ev": [6.116, 6.295], "charge": 1, "species": ["Ru", "C", "N", "C", "C", "N", "C", "S", "C", "C", "C", "C", "C", "N", "H", "H", "H", "H", "H", "H", "H", "H", "H", "C", "C", "N", "O", "H", "H", "H", "H", "H", "C", "C", "C", "C", "C", "C", "Te", "N", "C", "O", "C", "C", "C", "C", "C", "C", "C", "C", "C", "C", "C", "C", "C", "C", "C", "C", "H", "H", "H", "H", "H", "H", "H", "H", "H", "H", "H", "H", "H", "H", "H", "H", "H", "H", "H", "H", "H", "H", "H", "C", "C", "O", "O", "H", "H", "H"], "coordinates": [[0.70665, -0.04376, -0.29041], [0.93151, 0.07522, 5.05620], [2.02072, -0.15151, 4.12438], [3.33328, -0.45132, 4.42325], [3.99530, -0.57619, 3.26351], [3.07866, -0.35238, 2.23303], [1.85662, -0.09414, 2.78498], [0.36862, 0.26548, 2.06845], [3.47258, -0.36071, 0.87315], [4.72473, 0.13955, 0.56181], [5.21391, -0.01026, -0.72463], [4.44366, -0.70533, -1.64248], [3.18698, -1.12344, -1.26515], [2.65569, -0.91336, -0.04298], [1.31799, 0.06970, 6.07086], [0.17916, -0.70431, 4.93965], [0.46351, 1.03615, 4.84782], [3.69200, -0.55861, 5.43160], [5.01878, -0.83658, 3.06731], [5.29012, 0.65459, 1.32559], [6.17907, 0.39097, -1.00047], [4.79308, -0.89459, -2.64668], [2.55200, -1.64816, -1.96638], [-2.09920, -3.92112, 0.06015], [-0.94125, -2.96440, 0.03873], [0.26679, -3.49433, -0.21452], [-1.11369, -1.75669, 0.25194], [-1.78260, -4.93755, 0.28791], [-2.57364, -3.91372, -0.92304], [-2.83148, -3.59209, 0.79294], [0.38176, -4.45420, -0.48663], [1.03800, -2.86006, -0.33105], [-9.55944, 1.54662, 0.45138], [-8.06666, 1.38249, 0.38457], [-7.20840, 2.38481, 0.80514], [-5.82285, 2.24864, 0.74164], [-4.97509, 3.35705, 1.31181], [-5.28872, 1.07641, 0.20089], [-3.11032, 0.79366, -0.12037], [-0.76788, 1.18715, -0.55824], [-0.86020, 2.47593, -0.31746], [-2.01694, 2.98837, -0.11608], [0.28344, 3.44341, -0.34468], [1.61332, 3.10556, -0.10733], [2.60891, 4.06596, -0.14050], [2.28946, 5.38897, -0.40818], [0.96793, 5.74212, -0.63051], [-0.02588, 4.77744, -0.60019], [-3.44728, 1.31925, -2.15514], [-3.86339, 2.62402, -2.40445], [-4.06869, 3.04872, -3.70489], [-3.86219, 2.16910, -4.75700], [-3.47494, 0.86560, -4.50227], [-3.26839, 0.40712, -3.20058], [-2.92042, -1.04220, -2.98156], [-6.13373, 0.02710, -0.18941], [-5.63050, -1.28781, -0.73307], [-7.50783, 0.20361, -0.09132], [-9.83307, 2.50551, 0.88799], [-10.00524, 0.75216, 1.05160], [-9.99748, 1.48901, -0.54636], [-7.61671, 3.30774, 1.20379], [-5.40801, 4.33284, 1.08923], [-3.96202, 3.33207, 0.92883], [-4.92702, 3.25979, 2.39914], [1.89740, 2.08509, 0.11361], [3.63815, 3.78546, 0.04673], [3.06996, 6.13750, -0.44765], [0.70339, 6.77360, -0.82209], [-1.05690, 5.04774, -0.78309], [-4.00918, 3.30986, -1.58110], [-4.38636, 4.06515, -3.89816], [-4.01031, 2.50000, -5.77688], [-3.32338, 0.17564, -5.32502], [-2.17329, -1.37961, -3.69738], [-3.80983, -1.66501, -3.10191], [-2.51543, -1.18897, -1.98412], [-4.60234, -1.47612, -0.42403], [-5.66618, -1.28906, -1.82498], [-6.25600, -2.10811, -0.38042], [-8.16243, -0.60430, -0.40485], [0.58333, 0.14310, -4.42062], [0.78768, -0.00093, -2.93630], [1.43442, 0.87006, -2.29710], [0.31548, -1.00723, -2.33042], [-0.23715, 0.84266, -4.58955], [0.33003, -0.81967, -4.85823], [1.47918, 0.55022, -4.88505]], "atomic_forces_ev_per_a": [[-1.76, 0.48, 0.20], [-0.18, 0.01, 0.11], [0.01, -0.01, -0.41], [0.21, -0.02, 0.05], [0.06, -0.01, 0.08], [-0.23, 0.13, 0.20], [0.01, -0.04, 0.16], [0.25, 0.07, -0.61], [-0.01, -0.15, -0.26], [-0.01, 0.03, 0.23], [-0.20, -0.17, -0.16], [0.31, 0.05, 0.06], [-0.07, -0.15, 0.06], [0.92, -0.01, -0.20], [0.06, -0.03, -0.03], [0.03, 0.00, 0.03], [0.05, 0.01, 0.02], [-0.08, 0.00, 0.01], [-0.02, 0.00, 0.00], [0.04, -0.01, -0.04], [0.01, 0.02, 0.04], [-0.02, 0.00, 0.00], [-0.14, 0.15, 0.02], [-0.02, -0.05, -0.01], [-0.40, 0.31, 0.15], [0.03, 0.15, 0.02], [0.61, -0.52, -0.30], [-0.04, -0.02, -0.02], [0.00, 0.02, 0.00], [0.02, 0.04, 0.00], [-0.06, 0.01, 0.03], [0.14, 0.00, -0.06], [0.04, -0.03, -0.02], [0.01, 0.04, 0.02], [0.03, 0.02, 0.00], [0.13, -0.03, -0.01], [-0.11, -0.10, -0.04], [0.35, -0.27, 0.05], [-2.01, 0.00, 0.10], [1.64, 0.14, -0.08], [-0.39, 0.12, -0.05], [0.35, -0.08, -0.03], [0.15, 0.03, 0.03], [-0.13, -0.04, -0.06], [0.04, 0.04, 0.03], [0.04, 0.00, -0.01], [-0.05, 0.03, 0.00], [-0.04, 0.02, -0.04], [0.19, -0.14, -0.02], [0.05, -0.03, 0.01], [-0.05, 0.08, 0.02], [0.01, -0.04, -0.05], [0.03, -0.01, 0.00], [-0.03, 0.03, 0.19], [0.02, 0.19, -0.05], [-0.06, 0.06, -0.01], [-0.07, 0.18, -0.02], [0.00, -0.05, -0.03], [-0.01, -0.01, 0.01], [-0.04, 0.03, 0.00], [-0.02, 0.01, 0.01], [-0.03, -0.02, 0.01], [0.00, -0.01, 0.00], [0.14, 0.10, 0.00], [0.02, 0.03, 0.00], [-0.02, -0.10, 0.01], [-0.01, -0.02, -0.02], [-0.01, 0.02, 0.03], [0.02, 0.00, -0.04], [0.01, -0.02, 0.04], [0.00, 0.02, -0.02], [0.01, 0.00, 0.02], [0.00, -0.01, 0.00], [-0.03, 0.00, 0.00], [0.04, 0.00, -0.02], [0.04, -0.01, 0.03], [0.09, -0.18, 0.08], [0.01, -0.15, -0.04], [0.05, 0.00, 0.02], [0.03, -0.01, 0.00], [0.01, 0.00, 0.02], [0.05, -0.07, 0.16], [0.09, -0.04, -0.37], [-0.01, -0.08, 0.37], [-0.04, 0.01, 0.42], [-0.01, 0.00, 0.01], [-0.03, 0.03, -0.03], [-0.02, 0.04, 0.00]], "lowdin_charge": [1.134, -0.024, -0.116, -0.014, -0.019, 0.016, -0.633, 0.776, -0.254, 0.009, -0.008, -0.018, -0.116, -0.014, 0.100, 0.099, 0.091, 0.136, 0.131, 0.124, 0.126, 0.124, 0.110, 0.015, -0.562, 0.192, -0.141, 0.083, 0.095, 0.091, 0.116, 0.065, -0.045, -0.262, -0.013, -0.297, -0.057, -0.308, 1.804, -0.240, -0.607, -0.200, -0.137, -0.063, -0.076, -0.076, -0.063, -0.009, -0.346, -0.107, -0.070, -0.072, -0.053, -0.294, -0.067, -0.299, -0.071, -0.018, 0.075, 0.083, 0.085, 0.120, 0.087, 0.021, 0.091, 0.047, 0.100, 0.106, 0.108, 0.119, 0.096, 0.108, 0.107, 0.117, 0.076, 0.080, 0.017, 0.019, 0.082, 0.085, 0.125, 0.022, -0.713, -0.076, -0.117, 0.088, 0.083, 0.086]}